# 1
A cluster of 2 separate species, C12H11O2 in total at a distorted geometry. Source: OMol25; level of theory: ωB97M-V/def2-TZVPD.

Calculated values
calculated total energy: -16713.59154 eV
frontier orbital gap (alpha / beta): 7.55 / 7.54 eV
maximum force: 4.1 eV/Å
energy relative to the best compared isomer or geometry (same formula, charge and spin): 1.990 eV
multiplicity: 1
total charge: -1

XYZ file:
```
25
Properties=species:S:1:pos:R:3:forces:R:3:nbo_charge:R:1
C 1.382 0.727 3.099 -0.716 -0.611 -0.704 -0.251
C 2.186 0.101 2.203 -1.903 -0.366 -1.453 -0.213
C 0.045 0.937 2.736 0.700 0.648 3.963 -0.225
C 1.622 -0.323 0.966 3.786 -0.045 -0.470 -0.195
C -0.447 0.520 1.585 -0.451 0.423 -3.745 -0.191
C 0.368 -0.054 0.551 -1.013 0.565 2.559 -0.015
C 0.420 -1.232 -2.971 -0.613 -0.397 0.272 -0.400
C -2.378 1.286 -1.667 0.030 0.642 -1.194 -0.480
C 0.723 -0.791 -1.739 1.075 1.252 -1.714 -0.211
C -1.203 1.616 -1.201 1.181 -3.065 1.704 -0.196
C -1.062 -1.713 -0.512 -0.635 1.199 0.571 0.727
C -0.236 -0.481 -0.695 0.584 2.823 -0.709 -0.052
O -0.451 -2.420 0.278 0.102 -2.013 0.780 -0.715
O -2.106 -1.810 -1.131 -1.757 -0.819 -0.988 -0.742
H 1.580 0.916 4.108 1.026 0.480 1.228 0.191
H 3.176 -0.180 2.329 1.750 -0.232 0.711 0.193
H -0.500 1.340 3.627 -0.348 -0.065 -1.448 0.192
H 2.416 -0.778 0.304 -1.326 0.221 0.558 0.190
H -1.367 0.888 1.183 -1.062 -0.312 0.424 0.219
H 1.193 -1.281 -3.748 -0.372 -0.193 0.346 0.181
H -0.628 -1.576 -3.195 1.208 0.521 0.131 0.220
H -3.107 2.022 -1.987 -0.379 0.288 0.305 0.166
H -2.553 0.275 -1.992 -0.178 -0.414 0.085 0.242
H 1.761 -0.469 -1.506 -0.642 -0.254 -0.535 0.185
H -0.833 2.479 -0.626 -0.046 -0.278 -0.678 0.181
```
Forces are in eV/Å.

# 2
A cluster of 4 separate species, C10H22Cl3N3O3 in total at a distorted geometry. Source: OMol25; level of theory: ωB97M-V/def2-TZVPD.

Calculated values
calculated total energy: -58906.32359 eV
SMILES: ClC(Cl)Cl.CN(C)C=O.CN(C)C=O.CN(C)C=O
frontier orbital gap: 9.41 eV
maximum force: 1.9 eV/Å
energy relative to the best compared isomer or geometry (same formula, charge and spin): 0.621 eV
multiplicity: 1

XYZ file:
```
41
Properties=species:S:1:pos:R:3:forces:R:3:nbo_charge:R:1
Cl 0.363 -2.555 -0.141 -0.042 0.252 -0.158 0.019
C 0.213 -1.402 -1.466 -0.152 -0.330 -0.865 -0.272
Cl -1.176 -0.320 -1.289 0.259 -0.026 0.327 -0.002
Cl 0.029 -2.262 -3.025 0.048 -0.081 0.223 -0.015
H 1.129 -0.842 -1.591 0.012 0.055 0.421 0.267
C 6.249 -2.739 -3.094 1.133 0.513 0.142 -0.404
N 5.300 -1.836 -2.496 -0.527 0.575 -0.109 -0.418
C 5.702 -0.468 -2.144 -0.053 -0.693 -0.712 -0.415
C 4.002 -2.159 -2.349 1.004 -1.146 0.938 0.543
O 3.177 -1.481 -1.777 -0.460 0.566 -0.276 -0.657
H 7.083 -2.906 -2.404 -0.187 -0.253 0.141 0.198
H 6.739 -2.269 -3.953 -0.335 -0.126 -0.247 0.195
H 5.825 -3.697 -3.375 -0.241 0.076 0.022 0.218
H 4.944 0.195 -2.555 0.076 0.225 0.218 0.223
H 5.781 -0.337 -1.068 0.059 0.051 0.020 0.212
H 6.650 -0.291 -2.650 0.056 0.224 0.235 0.201
H 3.854 -3.216 -2.616 -0.519 0.046 -0.370 0.108
C -0.064 -0.343 2.703 -0.950 -0.813 -0.049 -0.406
N -1.046 0.490 3.379 1.102 0.042 -0.349 -0.436
C -2.211 -0.123 3.972 -0.106 -0.230 0.065 -0.421
C -0.832 1.816 3.490 -1.066 0.875 0.430 0.519
O -1.598 2.573 4.060 0.144 -0.069 0.063 -0.618
H 0.647 0.233 2.120 -0.039 0.183 0.070 0.215
H -0.629 -0.998 2.035 0.209 0.093 -0.286 0.200
H 0.466 -1.036 3.361 0.124 0.291 0.295 0.191
H -2.996 0.612 4.124 0.103 0.157 -0.083 0.243
H -2.578 -0.912 3.314 0.008 0.009 -0.058 0.194
H -1.997 -0.575 4.943 0.130 -0.007 0.041 0.196
H 0.047 2.241 2.989 0.307 -0.511 -0.140 0.119
C -4.269 0.725 -0.414 1.205 -0.127 1.399 -0.417
N -4.394 2.127 -0.060 0.793 -0.297 -0.920 -0.448
C -4.847 3.008 -1.106 -0.604 0.444 -0.336 -0.415
C -4.111 2.546 1.195 -0.868 0.508 0.312 0.532
O -4.497 3.600 1.658 0.475 0.045 -0.106 -0.602
H -5.134 0.157 -0.068 -0.204 -0.101 -0.726 0.200
H -3.428 0.318 0.164 -0.174 0.012 0.182 0.206
H -3.923 0.549 -1.429 -0.719 0.205 -0.282 0.212
H -4.789 4.069 -0.869 -0.113 -0.176 0.682 0.237
H -4.243 2.936 -2.016 0.054 -0.535 0.087 0.192
H -5.884 2.760 -1.348 -0.007 0.199 -0.212 0.192
H -3.557 1.811 1.799 0.062 -0.123 -0.029 0.111
```
Forces are in eV/Å.

# 3
A structure of composition C47H66AlBN9O at a distorted geometry. Source: OMol25; level of theory: ωB97M-V/def2-TZVPD.

Calculated values
calculated total energy: -72542.95808 eV
frontier orbital gap: 5.14 eV
maximum force: 1.4 eV/Å
multiplicity: 1
total charge: -1

XYZ file:
```
125
Properties=species:S:1:pos:R:3:forces:R:3:lowdin_charge:R:1
C 2.403 4.312 3.588 -0.693 -0.046 0.003 -0.104
C 1.494 4.542 2.375 0.058 -0.176 -0.064 -0.253
C 2.263 4.500 1.053 0.063 0.039 0.497 -0.219
C 2.634 3.071 0.649 0.080 0.381 -0.386 -0.195
C 1.693 2.379 -0.359 0.255 0.627 0.261 -0.186
C 0.204 2.711 -0.299 -0.448 -0.805 0.303 -0.186
C -0.639 2.028 0.824 0.299 0.218 -0.245 -0.205
C 0.099 0.996 1.662 -0.745 -0.344 -0.013 -0.219
C 0.204 -0.355 0.932 0.625 0.309 0.431 -0.188
C 1.504 -1.134 1.222 -0.842 -0.638 -0.251 -0.205
C 1.268 -2.606 1.621 -0.030 -0.387 -0.654 -0.308
C 1.989 -3.572 0.661 0.630 0.150 0.466 -0.284
Al 4.031 -3.418 0.839 -0.264 -0.704 -0.294 0.248
N 4.885 -5.109 0.514 -0.113 0.426 0.227 -0.139
B 4.764 -1.978 -0.585 0.465 -0.185 0.455 -0.634
N 5.558 -0.836 -0.153 -1.300 0.350 -0.379 0.090
O 4.467 -2.072 -1.987 -0.408 0.903 0.013 -0.035
H 1.829 3.804 4.360 0.039 -0.045 0.250 0.059
H 3.243 3.670 3.345 0.244 0.028 -0.014 0.066
H 2.734 5.255 4.010 0.352 0.080 -0.022 0.064
H 0.970 5.489 2.482 -0.083 0.161 0.039 0.100
H 0.733 3.766 2.372 -0.184 -0.082 -0.115 0.081
H 3.175 5.073 1.215 0.184 0.121 -0.116 0.103
H 1.712 5.023 0.277 -0.087 -0.046 -0.239 0.098
H 2.782 2.485 1.552 -0.094 -0.215 0.133 0.085
H 3.612 3.120 0.175 0.198 -0.195 -0.049 0.103
H 2.038 2.681 -1.346 0.014 0.000 -0.218 0.105
H 1.867 1.310 -0.301 -0.107 -0.222 -0.029 0.096
H 0.021 3.780 -0.260 0.176 0.244 -0.042 0.090
H -0.214 2.377 -1.247 -0.042 0.052 -0.233 0.091
H -1.110 2.783 1.449 0.067 0.179 0.185 0.089
H -1.466 1.501 0.352 -0.243 -0.038 -0.048 0.090
H -0.501 0.813 2.554 0.043 0.098 0.277 0.110
H 1.060 1.347 2.016 0.267 0.118 -0.112 0.066
H -0.654 -0.947 1.238 -0.180 -0.143 -0.143 0.098
H 0.124 -0.184 -0.140 -0.123 -0.009 -0.200 0.099
H 2.053 -1.186 0.285 0.450 0.252 -0.011 0.075
H 2.096 -0.637 1.978 0.250 0.125 0.066 0.074
H 0.197 -2.830 1.578 -0.219 0.193 0.204 0.080
H 1.596 -2.801 2.639 0.066 0.121 0.191 0.060
H 1.715 -4.602 0.904 -0.072 -0.158 -0.036 0.031
H 1.648 -3.373 -0.360 -0.086 -0.042 -0.164 0.037
H 4.346 -2.906 2.353 0.117 -0.064 0.195 -0.064
H 4.950 -5.299 -0.483 -0.002 -0.031 0.019 -0.050
H 5.850 -4.993 0.819 0.011 -0.185 -0.035 -0.058
H 5.373 -0.651 0.828 0.359 -0.158 0.030 0.029
H 5.271 0.003 -0.667 0.595 -0.029 -0.161 0.050
H 3.626 -1.586 -2.076 0.356 -0.406 -0.077 0.042
N 1.963 0.325 -4.406 -0.027 -0.064 -0.089 0.062
C 2.590 -0.816 -4.696 -0.019 0.103 0.095 -0.128
C 2.358 -1.552 -5.850 -0.044 -0.009 0.055 -0.062
C 1.423 -1.076 -6.753 -0.030 0.000 -0.031 -0.087
C 0.758 0.107 -6.467 0.008 -0.026 -0.029 -0.098
C 1.065 0.765 -5.285 0.008 0.074 0.101 -0.176
H 3.318 -1.155 -3.969 0.077 -0.047 -0.073 0.084
H 2.899 -2.469 -6.036 0.020 0.005 -0.026 0.076
H 1.215 -1.620 -7.666 0.012 -0.004 -0.003 0.101
H 0.019 0.513 -7.145 -0.008 0.023 0.018 0.096
H 0.571 1.695 -5.024 -0.041 -0.007 -0.046 0.099
N 4.472 -3.520 -7.609 0.088 -0.080 -0.130 0.054
C 4.390 -4.153 -8.778 -0.080 0.026 0.052 -0.154
C 5.493 -4.519 -9.532 0.023 0.008 -0.001 -0.080
C 6.753 -4.207 -9.047 0.035 -0.005 -0.012 -0.086
C 6.857 -3.548 -7.834 0.003 -0.027 -0.054 -0.069
C 5.690 -3.230 -7.156 -0.112 0.073 0.147 -0.137
H 3.385 -4.376 -9.120 0.022 -0.033 -0.042 0.102
H 5.367 -5.035 -10.475 -0.020 -0.001 -0.001 0.097
H 7.641 -4.475 -9.606 0.000 -0.001 0.001 0.102
H 7.819 -3.287 -7.417 -0.009 0.007 0.030 0.102
H 5.724 -2.719 -6.200 0.054 -0.003 -0.001 0.112
N -4.722 0.889 1.696 -0.116 0.024 -0.020 0.055
C -4.906 1.796 0.737 0.144 0.016 0.078 -0.162
C -5.647 1.568 -0.411 0.076 -0.012 0.042 -0.102
C -6.229 0.322 -0.576 -0.187 -0.069 -0.063 -0.097
C -6.057 -0.633 0.412 0.028 0.081 0.017 -0.073
C -5.300 -0.297 1.526 0.107 -0.018 0.067 -0.161
H -4.418 2.752 0.897 -0.017 0.016 -0.017 0.100
H -5.760 2.338 -1.160 -0.077 0.006 0.011 0.082
H -6.804 0.100 -1.466 0.054 0.020 -0.040 0.098
H -6.492 -1.619 0.321 0.011 -0.012 0.018 0.098
H -5.136 -1.015 2.323 -0.022 -0.042 -0.031 0.100
N 2.711 -1.069 4.307 -0.046 0.283 0.280 0.080
C 2.872 -2.006 5.234 0.058 -0.181 -0.144 -0.140
C 2.770 -1.765 6.598 -0.010 0.049 -0.005 -0.077
C 2.491 -0.474 7.018 -0.018 0.000 0.099 -0.104
C 2.324 0.517 6.064 -0.007 -0.008 0.005 -0.079
C 2.443 0.164 4.728 0.001 -0.019 -0.109 -0.142
H 3.099 -2.997 4.852 0.024 0.003 0.012 0.100
H 2.905 -2.568 7.310 -0.018 -0.012 -0.005 0.098
H 2.402 -0.245 8.073 0.001 -0.018 0.001 0.098
H 2.103 1.538 6.347 0.008 0.007 -0.022 0.092
H 2.312 0.908 3.946 -0.011 0.037 0.040 0.085
N 0.315 -2.756 9.692 -0.064 0.078 0.061 0.059
C -0.450 -1.947 8.962 0.111 -0.083 -0.124 -0.153
C -1.396 -1.088 9.503 -0.014 0.004 0.037 -0.071
C -1.560 -1.071 10.878 -0.029 0.031 0.016 -0.089
C -0.774 -1.908 11.653 -0.015 0.016 -0.009 -0.083
C 0.145 -2.726 11.012 0.083 -0.072 -0.038 -0.162
H -0.289 -1.992 7.890 -0.025 0.048 -0.005 0.105
H -1.986 -0.450 8.860 0.010 -0.010 -0.027 0.102
H -2.288 -0.416 11.338 0.000 0.000 -0.001 0.102
H -0.869 -1.928 12.730 0.017 -0.014 0.005 0.096
H 0.782 -3.395 11.581 -0.025 0.016 0.048 0.100
N -4.959 -0.053 -3.759 0.184 -0.040 -0.015 0.058
C -4.872 -0.810 -4.852 -0.143 0.037 0.018 -0.165
C -3.679 -1.298 -5.363 -0.001 0.027 0.019 -0.077
C -2.502 -0.980 -4.705 0.076 -0.052 -0.042 -0.074
C -2.570 -0.193 -3.568 0.011 0.029 0.018 -0.055
C -3.815 0.241 -3.138 -0.110 0.029 -0.024 -0.142
H -5.815 -1.034 -5.340 0.026 -0.037 -0.040 0.097
H -3.674 -1.912 -6.253 -0.022 -0.007 -0.004 0.097
H -1.548 -1.341 -5.069 0.011 0.013 0.015 0.099
H -1.676 0.077 -3.022 0.003 -0.005 0.026 0.101
H -3.910 0.853 -2.249 0.078 -0.012 0.026 0.085
N -7.995 3.538 -1.924 -0.084 0.119 -0.056 0.061
C -9.262 3.249 -1.637 0.078 -0.120 0.039 -0.148
C -10.316 4.126 -1.839 0.004 0.032 -0.012 -0.076
C -10.038 5.377 -2.365 -0.033 0.027 -0.007 -0.086
C -8.725 5.696 -2.668 -0.031 -0.003 0.006 -0.076
C -7.746 4.744 -2.430 0.101 -0.071 0.008 -0.149
H -9.433 2.260 -1.224 -0.048 0.011 0.006 0.105
H -11.327 3.836 -1.589 0.004 -0.020 0.010 0.099
H -10.833 6.092 -2.537 0.000 0.000 0.000 0.103
H -8.463 6.661 -3.080 0.023 -0.003 -0.003 0.099
H -6.705 4.951 -2.655 -0.015 0.051 -0.018 0.105
```
Forces are in eV/Å.

# 4
A cluster of 2 separate species, C4H12N2O in total at a distorted geometry. Source: OMol25; level of theory: ωB97M-V/def2-TZVPD.

Calculated values
calculated total energy: -9369.06142 eV
SMILES: N/C=C/CCN.O
frontier orbital gap: 8.97 eV
maximum force: 1.9 eV/Å
energy relative to the best compared isomer or geometry (same formula, charge and spin): 2.132 eV
multiplicity: 1

XYZ file:
```
19
Properties=species:S:1:pos:R:3:forces:R:3:nbo_charge:R:1
N -2.893 0.168 0.075 0.805 0.667 0.160 -0.815
C -1.668 -0.523 0.362 -0.420 -0.283 -1.039 -0.032
C -0.561 -0.531 -0.372 0.772 -0.467 0.536 -0.238
C 0.609 -1.429 0.101 -1.335 1.207 -0.647 -0.440
C 1.339 -0.841 1.298 0.754 -0.749 1.317 -0.217
N 2.749 -0.525 1.014 -0.133 0.009 -0.100 -0.848
H -3.003 0.884 0.796 -0.367 -0.306 0.022 0.357
H -2.747 0.718 -0.771 -0.098 -0.205 -0.014 0.352
H -1.754 -1.272 1.138 -0.038 0.222 0.451 0.177
H -0.389 0.064 -1.261 -0.262 0.288 0.113 0.211
H 1.322 -1.503 -0.714 0.021 -0.441 -0.152 0.204
H 0.116 -2.380 0.280 0.621 -0.357 0.244 0.218
H 1.380 -1.570 2.121 -0.200 -0.209 -0.255 0.176
H 0.809 -0.015 1.777 -0.090 0.319 -0.565 0.181
H 2.954 -0.510 0.024 -0.076 0.255 0.112 0.354
H 3.040 0.338 1.449 0.058 0.049 -0.163 0.359
O 0.130 2.610 -2.032 0.118 -0.629 0.007 -0.950
H 0.689 3.299 -1.667 -0.307 0.239 -0.127 0.477
H -0.670 2.985 -2.407 0.177 0.390 0.100 0.475
```
Forces are in eV/Å.